# 1
DFT (ωB97M-V/def2-TZVPD) results for one molecule with the formula C6H6N2O in a non-equilibrium geometry.

Highest occupied orbital energy in eV: -8.7567
Structure (SMILES): C=C(N)C(=O)C(=C)C#N
Molar mass in g/mol: 122.13
Maximum force in eV/Å: 3.47
E_tot in eV: -11344.2881
Relative energy (zero: lowest compared OMol25 entry of this formula, charge and spin) in eV: 2.144
Orbital gap in eV: 8.0

Each line ends with the Löwdin charge.
Geometry (Å):
C1 0.069 -0.589 -2.532  0.154
C2 0.374 -0.464 -1.232  -0.234
H1 -2.152 0.377 0.435  0.066
C3 -0.109 0.521 0.996  -0.389
C4 0.221 0.849 -0.561  -0.309
H2 0.536 0.645 2.914  0.102
C5 -1.431 0.514 1.234  0.044
H3 -1.823 0.579 2.243  0.061
C6 0.481 -1.548 -0.295  -0.197
H4 0.032 -1.567 -3.003  0.088
H5 1.736 0.253 1.765  0.101
H6 -0.165 0.285 -3.136  0.093
N1 0.885 -2.513 0.231  0.186
O1 0.492 1.937 -1.015  0.132
N2 0.855 0.722 1.954  0.103

# 2
DFT (ωB97M-V/def2-TZVPD) results for C2H2N4O3S2 as an isolated structure in a non-equilibrium geometry.

Highest occupied orbital energy in eV: -1.3744
Molar mass in g/mol: 194.20
Maximum force in eV/Å: 4.74
Net charge: -2
E_tot in eV: -35877.3915
Relative energy (zero: lowest compared OMol25 entry of this formula, charge and spin) in eV: 0.370
Orbital gap in eV: 6.9

Each line ends with the Löwdin charge.
Geometry (Å):
C1 -0.662 -0.425 0.414  -0.794
N1 0.511 1.722 0.481  -0.043
O1 -0.178 -2.968 0.301  -0.493
O2 -1.466 -2.089 -1.635  -0.404
O3 0.997 -1.577 -1.272  -0.395
N2 -0.443 2.587 -1.211  -0.186
S1 -0.325 -1.873 -0.717  0.371
S2 -1.229 -0.771 1.902  0.637
C2 -0.441 0.850 -0.043  -0.578
N3 -1.062 1.424 -1.099  0.016
N4 0.505 2.736 -0.353  -0.168
H1 1.845 -0.197 1.736  0.018
H2 1.948 0.582 1.496  0.018

# 3
DFT (ωB97M-V/def2-TZVPD) results for one molecule with the formula C5H8O2.

Highest occupied orbital energy in eV: -10.0845
Structure (SMILES): O[C@H]1C[C@]2(CO2)C1
Molar mass in g/mol: 100.12
Maximum force in eV/Å: 0.29
E_tot in eV: -9407.5886
Relative energy (zero: lowest compared OMol25 entry of this formula, charge and spin) in eV: 2.244
Orbital gap in eV: 11.0

Each line ends with the Löwdin charge.
Geometry (Å):
C1 -0.715 0.090 -0.358  -0.469
H1 0.958 1.351 -0.889  0.128
C2 1.133 -0.239 0.575  -0.359
C3 0.428 1.016 0.014  -0.033
H2 2.799 0.123 -0.339  0.090
C4 0.204 -1.125 -0.313  -0.020
H3 0.894 -0.418 1.626  0.152
H4 0.668 -1.322 -1.286  0.126
C5 -2.097 0.210 0.095  -0.069
O1 -1.737 0.365 -1.280  0.004
H5 -0.194 -2.060 0.094  0.116
H6 0.227 1.878 0.655  0.119
H7 -2.414 1.123 0.602  0.116
H8 -2.684 -0.677 0.328  0.115
O2 2.528 -0.315 0.476  -0.017

# 4
DFT (ωB97M-V/def2-TZVPD) results for one molecule with the formula C5H8N2 in a non-equilibrium geometry.

Highest occupied orbital energy in eV: -8.0215
Structure (SMILES): C=CN1C=NCC1
Molar mass in g/mol: 96.13
Maximum force in eV/Å: 5.42
E_tot in eV: -8291.2800
Relative energy (zero: lowest compared OMol25 entry of this formula, charge and spin) in eV: 3.716
Orbital gap in eV: 8.9

Each line ends with the Löwdin charge.
Geometry (Å):
H1 0.313 0.081 -2.266  0.082
H2 1.210 -2.457 -0.460  0.115
H3 -1.877 1.866 0.938  0.143
H4 0.561 1.490 -0.609  0.125
N1 -0.626 0.431 2.267  0.029
H5 0.208 -1.397 2.416  0.090
C1 -0.718 1.525 1.073  -0.166
N2 0.180 -0.594 0.271  -0.097
H6 0.039 2.361 1.130  0.101
C2 0.470 -1.112 -2.009  -0.056
H7 1.007 -1.653 -2.886  0.056
C3 -0.234 0.807 -0.199  -0.211
C4 0.011 -0.601 1.766  -0.120
C5 0.617 -1.535 -0.676  -0.188
H8 -1.161 0.789 -0.757  0.098

# 5
DFT (ωB97M-V/def2-TZVPD) results for one molecule with the formula C5H10O.

Highest occupied orbital energy in eV: -7.8159
Molar mass in g/mol: 86.13
Maximum force in eV/Å: 0.85
E_tot in eV: -7389.8297
Relative energy (zero: lowest compared OMol25 entry of this formula, charge and spin) in eV: 4.936
Orbital gap in eV: 8.8

Each line ends with the Löwdin charge.
Geometry (Å):
H1 2.299 0.281 -1.032  0.081
H2 1.416 -0.016 1.918  0.094
H3 1.339 -1.036 -1.766  0.085
C1 0.780 0.580 1.253  -0.026
H4 -0.562 -1.862 -0.824  0.046
C2 0.442 -0.260 0.040  -0.582
C3 -2.032 0.562 -0.267  -0.090
H5 2.244 -1.320 -0.275  0.097
H6 -0.110 0.861 1.819  0.073
C4 -0.657 -1.228 0.070  0.066
H7 1.338 1.486 0.982  0.088
H8 -2.339 1.435 -0.836  0.086
H9 -2.726 -0.268 -0.455  0.085
O1 -0.691 0.278 -0.802  -0.159
C5 1.650 -0.575 -0.825  -0.028
H10 -2.037 0.742 0.809  0.083

# 6
DFT (ωB97M-V/def2-TZVPD) results for an isolated ion of composition CH9NP and charge -1.

Highest occupied orbital energy in eV: -2.7042
Molar mass in g/mol: 66.06
Maximum force in eV/Å: 0.05
Net charge: -1
E_tot in eV: -11958.7247
Orbital gap in eV: 7.9

Each line ends with the Löwdin charge.
Geometry (Å):
N1 1.813 0.241 0.259  -0.121
H1 1.598 0.369 1.246  0.013
C1 0.740 -0.589 -0.303  -0.569
H2 -0.553 0.725 1.269  -0.092
H3 -2.363 0.650 0.214  -0.124
H4 -0.617 1.314 -0.775  -0.088
H5 -1.446 -1.144 0.771  -0.107
P1 -1.034 0.076 -0.002  0.093
H6 0.869 -0.641 -1.389  0.037
H7 1.684 1.173 -0.135  0.019
H8 0.810 -1.603 0.110  0.038
H9 -1.501 -0.570 -1.264  -0.100

Look up the maximum force of the first one.
3.47 eV/Å

Among the records above, which one has the lowest molar mass?
CH9NP

Which value of highest occupied orbital energy does entry 6 give?
-2.7042 eV

Which formula does entry 1 have?
C6H6N2O